131
Properties=species:S:1:pos:R:3 method="wB97M-V/def2-TZVPD" energy_ha=-3210.392189 multiplicity=1 charge=+1 homo_lumo_gap_ev=7.05
C 4.58 -4.68 2.83
C 5.42 -4.60 1.51
C 4.69 -5.17 0.26
Cl 4.80 -6.96 0.32
C 3.27 -4.65 0.05
N 2.21 -5.51 0.13
C 0.95 -5.16 -0.08
C -0.13 -6.25 0.02
Cl -1.11 -6.09 1.51
C -0.96 -6.40 -1.31
C -2.49 -6.59 -1.04
C 0.61 -3.82 -0.39
C -0.72 -3.34 -0.59
C -1.01 -2.05 -0.92
C 0.08 -1.11 -1.08
C 1.36 -1.55 -0.86
C 1.69 -2.88 -0.50
C 3.03 -3.34 -0.26
O 4.05 -2.43 -0.36
B 4.16 -1.58 0.78
O 3.51 -1.98 1.96
O 4.84 -0.42 0.69
H 3.52 -4.44 2.69
H 5.08 -4.03 3.56
H 4.73 -5.71 3.22
H 6.29 -5.25 1.68
H 5.85 -3.59 1.34
H 5.27 -4.85 -0.62
H 2.35 -6.50 0.34
H 0.43 -7.20 0.11
H -0.87 -5.53 -1.98
H -0.65 -7.28 -1.89
H -2.95 -5.71 -0.57
H -3.03 -6.78 -1.98
H -2.63 -7.49 -0.41
H -1.55 -4.05 -0.48
H -2.06 -1.77 -1.07
H -0.13 -0.08 -1.37
H 2.17 -0.83 -0.98
H 2.58 -1.68 1.94
H 4.75 0.03 1.55
C -5.00 -3.81 -2.93
C -5.67 -2.59 -2.31
O -4.88 -1.41 -2.38
C -4.55 -0.95 -3.68
C -5.76 -0.61 -4.53
H -4.02 -3.98 -2.49
H -5.62 -4.70 -2.78
H -4.86 -3.68 -4.01
H -5.82 -2.78 -1.24
H -6.65 -2.42 -2.74
H -3.91 -1.68 -4.19
H -3.95 -0.05 -3.54
H -6.37 -1.49 -4.75
H -5.44 -0.19 -5.49
H -6.39 0.11 -4.02
C -2.88 3.69 -1.41
C -1.63 3.08 -0.80
O -0.64 2.72 -1.76
C -0.12 3.77 -2.55
C 0.57 4.86 -1.74
H -3.30 3.03 -2.17
H -3.63 3.88 -0.64
H -2.66 4.64 -1.90
H -1.91 2.16 -0.29
H -1.20 3.74 -0.04
H -0.90 4.19 -3.19
H 0.61 3.32 -3.22
H -0.13 5.38 -1.09
H 1.02 5.60 -2.40
H 1.35 4.43 -1.11
C -5.26 2.80 4.03
C -4.04 2.79 3.13
O -3.78 4.03 2.50
C -3.52 5.13 3.36
C -2.30 4.94 4.24
H -6.14 3.14 3.48
H -5.46 1.81 4.43
H -5.13 3.47 4.88
H -4.21 2.07 2.32
H -3.15 2.44 3.67
H -4.41 5.36 3.95
H -3.35 5.98 2.70
H -2.44 4.12 4.95
H -2.11 5.84 4.82
H -1.42 4.70 3.64
C -0.90 -4.32 6.81
C 0.53 -3.82 6.92
O 1.41 -4.38 5.95
C 1.09 -4.14 4.60
C 1.08 -2.66 4.23
H -0.93 -5.41 6.86
H -1.50 -3.91 7.63
H -1.36 -4.02 5.87
H 0.94 -4.10 7.89
H 0.57 -2.73 6.87
H 0.13 -4.61 4.34
H 1.85 -4.64 4.01
H 0.29 -2.12 4.76
H 0.90 -2.54 3.16
H 2.03 -2.19 4.49
C 2.79 3.70 2.57
C 4.04 3.07 3.17
O 4.95 2.58 2.20
C 5.48 3.54 1.29
C 6.26 4.65 1.96
H 2.29 2.99 1.90
H 2.09 3.98 3.36
H 3.02 4.59 1.99
H 3.75 2.21 3.77
H 4.54 3.77 3.84
H 4.69 3.94 0.66
H 6.15 2.98 0.63
H 5.62 5.27 2.60
H 6.71 5.30 1.22
H 7.05 4.24 2.59
C 1.82 4.60 -7.67
C 0.43 4.14 -7.29
O -0.08 4.73 -6.11
C -0.21 6.15 -6.12
C -1.15 6.66 -7.20
H 2.51 4.44 -6.84
H 2.18 4.05 -8.53
H 1.85 5.66 -7.91
H 0.45 3.06 -7.10
H -0.27 4.29 -8.12
H 0.78 6.62 -6.21
H -0.60 6.42 -5.14
H -0.78 6.45 -8.20
H -1.27 7.74 -7.11
H -2.13 6.19 -7.10